(1)
Here is C43H48N2P3RuS2Si2 as an isolated structure from OMol25. Energies are from ωB97M-V/def2-TZVPD.

Geometry as ORCA input:
```
! RIJCOSX wB97M-V def2-TZVPD def2/J DEFGRID3
* xyz 1 5
Ru -0.2035 -0.2236 -0.3528
C -1.4826 0.4358 3.4419
Si -0.6425 -1.1382 2.9065
C 0.4926 -1.7706 4.2620
C -1.8033 -2.5360 2.4592
N 0.3773 -0.6346 1.5087
P 1.9390 -0.9339 1.1139
C 1.8093 -0.1401 -0.4375
P 2.0401 1.5745 -0.7995
N 0.5631 2.1470 -0.6488
Si -0.6177 2.3103 -1.8944
C -0.2124 3.5533 -3.2318
C -2.2662 2.7552 -1.1614
C -0.6139 0.6185 -2.8124
C 2.8386 1.7114 -2.4050
C 2.9711 0.6091 -3.2422
C 3.5480 0.7533 -4.4961
C 3.9870 2.0004 -4.9151
C 3.8574 3.1052 -4.0809
C 3.2892 2.9620 -2.8272
C 3.1347 2.4491 0.3252
C 2.6157 3.4813 1.0978
C 3.4602 4.2282 1.9074
C 4.8142 3.9356 1.9499
C 5.3323 2.8944 1.1858
C 4.4963 2.1559 0.3680
C 2.2655 -2.6820 0.8853
C 2.6517 -3.4784 1.9635
C 2.7762 -4.8483 1.8007
C 2.5212 -5.4286 0.5650
C 2.1454 -4.6398 -0.5123
C 2.0132 -3.2694 -0.3534
C 3.1458 -0.3142 2.2783
C 2.8067 0.7218 3.1426
C 3.7550 1.2299 4.0143
C 5.0436 0.7136 4.0144
C 5.3935 -0.3022 3.1346
C 4.4471 -0.8168 2.2642
H -2.2950 0.2310 4.1425
H -1.9227 0.9559 2.5894
H -0.7701 1.1068 3.9272
H -0.0964 -1.7826 5.1845
H 1.3784 -1.1691 4.4569
H 0.8029 -2.8003 4.0771
H -1.8936 -3.1940 3.3276
H -1.4342 -3.1384 1.6269
H -2.8008 -2.1757 2.2030
H -0.0661 4.5437 -2.7942
H -1.0535 3.6261 -3.9263
H 0.6784 3.3016 -3.8086
H -2.2356 3.8101 -0.8747
H -2.5387 2.1774 -0.2765
H -3.0642 2.6414 -1.8984
H 0.1488 0.7157 -3.5896
H -1.5970 0.4724 -3.2677
H -0.3907 -0.4029 -2.4088
H 2.6280 -0.3645 -2.9108
H 3.6548 -0.1072 -5.1432
H 4.4364 2.1133 -5.8929
H 4.2040 4.0762 -4.4085
H 3.1963 3.8241 -2.1763
H 1.5552 3.6950 1.0489
H 3.0603 5.0412 2.4992
H 5.4747 4.5210 2.5767
H 6.3899 2.6681 1.2221
H 4.9068 1.3610 -0.2459
H 2.8631 -3.0338 2.9272
H 3.0771 -5.4615 2.6396
H 2.6209 -6.4988 0.4414
H 1.9541 -5.0898 -1.4772
H 1.7215 -2.6534 -1.1938
H 1.8008 1.1265 3.1362
H 3.4895 2.0289 4.6936
H 5.7813 1.1087 4.7008
H 6.4006 -0.6974 3.1311
H 4.7203 -1.6152 1.5850
S -4.5729 0.5836 1.6479
P -4.3327 -0.4858 0.0654
S -2.3274 -1.0327 -0.4317
C -5.1718 -2.0959 0.0982
C -4.5769 -3.3193 -0.1785
C -5.3340 -4.4828 -0.1407
C -6.6835 -4.4286 0.1676
C -7.2825 -3.2063 0.4466
C -6.5308 -2.0458 0.4167
C -4.8983 0.2919 -1.4706
C -5.5729 1.5045 -1.4153
C -6.0253 2.0969 -2.5867
C -5.7978 1.4820 -3.8080
C -5.1282 0.2642 -3.8634
C -4.6843 -0.3342 -2.6972
H -3.5246 -3.3757 -0.4206
H -4.8632 -5.4336 -0.3533
H -7.2706 -5.3371 0.1954
H -8.3349 -3.1581 0.6925
H -6.9964 -1.0958 0.6515
H -5.7280 1.9824 -0.4561
H -6.5530 3.0405 -2.5422
H -6.1493 1.9456 -4.7207
H -4.9617 -0.2205 -4.8168
H -4.1733 -1.2894 -2.7412
*
```

Output
Frontier orbital gap (alpha / beta): 7.73 / 6.10 eV
⟨S²⟩: 6.0339
Energy: -4271.0893 hartree

Atomic partial charges in e from the Löwdin method, atoms 1 to 99: atom 1 (Ru): 0.948, atom 2 (C): -0.190, atom 3 (Si): 0.384, atom 4 (C): -0.164, atom 5 (C): -0.195, atom 6 (N): -0.371, atom 7 (P): 0.753, atom 8 (C): -0.435, atom 9 (P): 0.703, atom 10 (N): -0.272, atom 11 (Si): 0.297, atom 12 (C): -0.158, atom 13 (C): -0.168, atom 14 (C): -0.219, atom 15 (C): -0.312, atom 16 (C): -0.091, atom 17 (C): -0.064, atom 18 (C): -0.060, atom 19 (C): -0.062, atom 20 (C): -0.085, atom 21 (C): -0.318, atom 22 (C): -0.080, atom 23 (C): -0.068, atom 24 (C): -0.069, atom 25 (C): -0.069, atom 26 (C): -0.082, atom 27 (C): -0.299, atom 28 (C): -0.088, atom 29 (C): -0.055, atom 30 (C): -0.057, atom 31 (C): -0.062, atom 32 (C): -0.082, atom 33 (C): -0.316, atom 34 (C): -0.093, atom 35 (C): -0.059, atom 36 (C): -0.057, atom 37 (C): -0.060, atom 38 (C): -0.081, atom 39 (H): 0.039, atom 40 (H): -0.022, atom 41 (H): 0.029, atom 42 (H): 0.046, atom 43 (H): 0.017, atom 44 (H): 0.023, atom 45 (H): 0.041, atom 46 (H): 0.022, atom 47 (H): -0.004, atom 48 (H): 0.041, atom 49 (H): 0.043, atom 50 (H): 0.019, atom 51 (H): 0.044, atom 52 (H): -0.002, atom 53 (H): 0.030, atom 54 (H): 0.034, atom 55 (H): 0.037, atom 56 (H): -0.026, atom 57 (H): 0.094, atom 58 (H): 0.110, atom 59 (H): 0.112, atom 60 (H): 0.113, atom 61 (H): 0.120, atom 62 (H): 0.099, atom 63 (H): 0.111, atom 64 (H): 0.112, atom 65 (H): 0.113, atom 66 (H): 0.120, atom 67 (H): 0.103, atom 68 (H): 0.114, atom 69 (H): 0.113, atom 70 (H): 0.112, atom 71 (H): 0.083, atom 72 (H): 0.107, atom 73 (H): 0.117, atom 74 (H): 0.114, atom 75 (H): 0.113, atom 76 (H): 0.114, atom 77 (S): 0.311, atom 78 (P): 0.164, atom 79 (S): 0.340, atom 80 (C): -0.388, atom 81 (C): -0.117, atom 82 (C): -0.073, atom 83 (C): -0.071, atom 84 (C): -0.067, atom 85 (C): -0.093, atom 86 (C): -0.403, atom 87 (C): -0.114, atom 88 (C): -0.071, atom 89 (C): -0.071, atom 90 (C): -0.073, atom 91 (C): -0.107, atom 92 (H): 0.056, atom 93 (H): 0.107, atom 94 (H): 0.108, atom 95 (H): 0.110, atom 96 (H): 0.102, atom 97 (H): 0.077, atom 98 (H): 0.110, atom 99 (H): 0.108

(2)
Here is a 3-piece molecular cluster, C43H48N3O5P2 overall at a distorted geometry from OMol25. Energies are from ωB97M-V/def2-TZVPD.

Geometry as ORCA input:
```
! RIJCOSX wB97M-V def2-TZVPD def2/J DEFGRID3
* xyz -1 1
C -0.6891 -1.9385 -0.2390
C -1.3304 -1.8774 -1.7577
O -0.8104 -2.9833 -2.4360
P -1.0668 -3.2101 -4.1141
C -0.2259 -1.5099 -4.6271
C 1.3329 -1.4236 -4.3142
C 2.3448 -1.4566 -5.5332
C 3.8975 -1.3484 -5.3095
C 4.5422 -1.1772 -3.8854
C 3.5448 -1.1310 -2.6904
C 1.9914 -1.2522 -2.9212
C -2.8325 -2.4416 -4.1689
C -3.9882 -3.2385 -3.4105
N -4.9670 -2.1892 -2.8914
N -3.6300 -4.0820 -2.2568
N -4.7995 -4.0702 -4.3991
P 0.8798 -4.2987 -4.1704
C 0.6662 -5.6320 -2.7955
C 1.3469 -5.2109 -1.4001
C 0.7676 -5.3494 -5.7827
C 1.5548 -4.6913 -7.0181
H 0.1221 -1.1438 -0.0882
H -1.5071 -1.7224 0.5547
H -0.2724 -2.9710 0.0081
H -2.4669 -1.8657 -1.5200
H -1.0776 -0.8181 -2.1013
H -1.6640 -4.5333 -3.8957
H -1.1665 -3.4802 -5.5214
H -0.3059 -1.4408 -5.7840
H -0.8030 -0.6034 -4.2419
H 1.9577 -1.5756 -6.5992
H 4.6016 -1.3707 -6.2078
H 5.6800 -1.0686 -3.7418
H 3.9953 -0.9761 -1.6485
H 1.3522 -1.1788 -1.9844
H -3.1358 -2.4958 -5.2923
H -2.8487 -1.2973 -3.9702
H -5.8886 -2.6145 -2.7251
H -4.9985 -1.4222 -3.5752
H -3.7669 -5.0950 -2.4354
H -4.2388 -3.8519 -1.4587
H -5.6212 -4.4543 -3.8830
H -5.2065 -3.3465 -5.0297
H -0.4505 -5.9165 -2.6917
H 1.1932 -6.5682 -3.2144
H 0.5087 -4.9602 -0.6658
H 1.8562 -6.1673 -0.9839
H 2.1333 -4.3913 -1.5092
H 1.2185 -6.3815 -5.5729
H -0.3609 -5.4585 -6.0351
H 0.9251 -3.8200 -7.4158
H 1.5624 -5.4815 -7.8672
H 2.6416 -4.4167 -6.8071
C -1.5663 5.8887 2.2055
C -2.2771 4.9747 1.4304
C -1.5988 4.0059 0.6984
C -0.2045 3.9559 0.7301
C 0.5078 4.8864 1.4869
C -0.1768 5.8465 2.2344
C 1.9890 4.8749 1.4902
O 2.6124 5.6861 2.1550
C 2.7001 3.8705 0.6686
C 4.0949 3.8836 0.6165
C 4.7723 2.9345 -0.1427
C 4.0606 1.9637 -0.8447
C 2.6702 1.9506 -0.7999
C 1.9873 2.9103 -0.0506
C 0.5075 2.9094 -0.0381
O -0.1169 2.0640 -0.6546
H -2.0968 6.6384 2.7838
H -3.3612 5.0161 1.3986
H -2.1582 3.2930 0.1004
H 0.3715 6.5645 2.8360
H 4.6563 4.6349 1.1633
H 5.8569 2.9500 -0.1859
H 4.5897 1.2192 -1.4309
H 2.1211 1.1940 -1.3535
C 1.8089 1.3894 4.6944
C 0.8877 2.0193 3.8605
C -0.1648 2.7462 4.4086
C -0.3051 2.8346 5.7938
C 0.6040 2.1832 6.6285
C 1.6685 1.4695 6.0757
C 0.4383 2.2279 8.0987
O 1.2339 1.6623 8.8295
C -0.7138 2.9631 8.6685
C -0.9158 2.9662 10.0497
C -1.9878 3.6651 10.5950
C -2.8560 4.3706 9.7646
C -2.6612 4.3653 8.3878
C -1.5948 3.6531 7.8364
C -1.4171 3.6247 6.3669
O -2.1797 4.2389 5.6393
H 2.6348 0.8302 4.2663
H 0.9912 1.9455 2.7824
H -0.8767 3.2393 3.7531
H 2.3865 0.9719 6.7197
H -0.2414 2.4212 10.7029
H -2.1460 3.6618 11.6689
H -3.6882 4.9217 10.1912
H -3.3438 4.9129 7.7456
*
```

Output
Frontier orbital gap: 3.26 eV
Energy: -2890.3116 hartree

Atomic partial charges in e from the Löwdin method, atoms 1 to 99: atom 1 (C): -0.087, atom 2 (C): -0.344, atom 3 (O): -0.415, atom 4 (P): 0.348, atom 5 (C): -0.300, atom 6 (C): -0.253, atom 7 (C): -0.063, atom 8 (C): -0.092, atom 9 (C): -0.110, atom 10 (C): -0.100, atom 11 (C): -0.049, atom 12 (C): -0.264, atom 13 (C): -0.648, atom 14 (N): 0.012, atom 15 (N): 0.048, atom 16 (N): 0.015, atom 17 (P): 0.845, atom 18 (C): -0.475, atom 19 (C): -0.199, atom 20 (C): -0.483, atom 21 (C): -0.217, atom 22 (H): 0.046, atom 23 (H): 0.067, atom 24 (H): 0.054, atom 25 (H): 0.100, atom 26 (H): 0.101, atom 27 (H): -0.011, atom 28 (H): -0.049, atom 29 (H): 0.080, atom 30 (H): 0.063, atom 31 (H): 0.076, atom 32 (H): 0.065, atom 33 (H): 0.070, atom 34 (H): 0.070, atom 35 (H): 0.065, atom 36 (H): 0.085, atom 37 (H): 0.077, atom 38 (H): 0.053, atom 39 (H): 0.053, atom 40 (H): 0.076, atom 41 (H): 0.065, atom 42 (H): 0.054, atom 43 (H): 0.059, atom 44 (H): 0.059, atom 45 (H): 0.051, atom 46 (H): 0.046, atom 47 (H): 0.058, atom 48 (H): 0.056, atom 49 (H): 0.055, atom 50 (H): 0.061, atom 51 (H): 0.055, atom 52 (H): 0.059, atom 53 (H): 0.058, atom 54 (C): -0.062, atom 55 (C): -0.057, atom 56 (C): 0.005, atom 57 (C): -0.095, atom 58 (C): -0.099, atom 59 (C): -0.004, atom 60 (C): -0.288, atom 61 (O): 0.093, atom 62 (C): -0.094, atom 63 (C): -0.004, atom 64 (C): -0.056, atom 65 (C): -0.046, atom 66 (C): 0.022, atom 67 (C): -0.087, atom 68 (C): -0.289, atom 69 (O): 0.111, atom 70 (H): 0.108, atom 71 (H): 0.108, atom 72 (H): 0.124, atom 73 (H): 0.120, atom 74 (H): 0.117, atom 75 (H): 0.105, atom 76 (H): 0.089, atom 77 (H): 0.105, atom 78 (C): -0.043, atom 79 (C): -0.035, atom 80 (C): 0.018, atom 81 (C): -0.080, atom 82 (C): -0.086, atom 83 (C): 0.005, atom 84 (C): -0.280, atom 85 (O): 0.098, atom 86 (C): -0.083, atom 87 (C): 0.000, atom 88 (C): -0.063, atom 89 (C): -0.063, atom 90 (C): 0.001, atom 91 (C): -0.083, atom 92 (C): -0.277, atom 93 (O): 0.098, atom 94 (H): 0.112, atom 95 (H): 0.105, atom 96 (H): 0.112, atom 97 (H): 0.120, atom 98 (H): 0.120, atom 99 (H): 0.105